ORCA calculation (ωB97M-V with the def2-TZVPD basis set) on C2H3Sn as an isolated structure.

XYZ file:
```
6
Properties=species:S:1:pos:R:3:forces:R:3
C -0.15226 -0.34243 -0.69724 1.208 1.491 -0.781
H -0.74006 0.33958 -1.30627 -0.283 -1.203 -0.120
C 0.93574 -0.58633 -0.17127 -0.877 -1.175 0.590
H 1.64682 -1.24944 0.30662 0.259 0.528 -0.343
H -1.68171 0.65284 0.50411 1.166 1.036 1.107
Sn -0.00853 1.18578 1.36405 -1.472 -0.676 -0.452
```
Forces are in eV/Å.

Summary:
E_LUMO: -6.498 eV
HOMO-LUMO gap: 8.2 eV
net charge: +1

ORCA calculation (ωB97M-V with the def2-TZVPD basis set) on C2H42O21V as an isolated structure.

XYZ file:
```
66
Properties=species:S:1:pos:R:3:forces:R:3
V 1.06748 -2.45347 -0.81902 -0.788 0.753 -0.172
O 0.77799 -1.62289 0.98925 -0.348 -0.966 -0.833
C 0.77359 -0.24859 0.69451 -3.112 -1.135 0.712
C -0.17652 0.05293 -0.44814 -0.770 -0.706 1.404
O 0.14804 -0.73563 -1.53783 0.160 -1.919 -0.515
H 1.73527 -0.06167 0.47762 3.660 1.523 -1.170
H 0.53641 0.30519 1.57577 -0.618 0.580 0.592
H -0.01557 1.02858 -0.81809 -0.643 1.816 0.489
H -1.25122 -0.12537 -0.05373 1.375 0.434 -0.621
O -2.93533 -2.22824 -0.63521 -1.368 -1.169 1.555
H -2.20576 -2.73055 -0.24803 -0.077 0.858 -0.594
H -2.68864 -1.65076 -1.32732 0.750 0.741 -1.116
O -1.81970 2.26568 1.47089 0.827 0.188 1.555
H -1.39251 1.40396 1.57889 -0.586 0.225 -0.371
H -1.99166 2.45700 0.55615 -0.326 -0.416 -0.877
O 1.63690 -1.73677 3.38729 1.631 0.146 -0.135
H 0.92229 -2.07206 3.87059 -1.666 -0.893 1.534
H 1.24883 -1.71675 2.49213 0.209 0.120 -0.837
O -2.38877 -0.23838 -2.51873 0.100 -0.492 1.233
H -1.48272 -0.10466 -2.14505 -0.251 -0.277 -0.900
H -2.41145 -0.02748 -3.44087 0.341 0.376 -0.786
O -2.97278 1.88914 -1.09764 -0.189 1.104 1.549
H -2.90283 0.99892 -1.45247 -0.176 0.429 -1.044
H -2.97166 2.64239 -1.69670 -0.008 -0.815 -0.417
O -1.44317 -2.68237 -3.55810 1.045 -3.052 -0.693
H -1.34972 -2.27868 -4.40144 0.290 0.518 -1.081
H -1.76074 -2.02609 -3.00540 -1.021 2.098 1.684
O 0.02396 2.73055 -2.76711 0.078 0.646 0.654
H 0.62350 2.06461 -2.40766 -0.008 0.225 -0.461
H -0.41479 2.37431 -3.52840 -0.108 -0.689 -0.496
O -0.67429 0.44516 4.26750 -0.122 0.647 0.122
H -0.58154 1.40054 4.38382 -0.489 0.061 -0.294
H 0.20450 0.17433 4.51123 0.732 -0.519 0.085
O 0.25795 0.00179 -3.98524 -0.131 0.137 -0.681
H 1.06779 0.48896 -4.20941 -0.408 -0.404 0.524
H 0.22516 -0.30195 -3.03062 0.716 0.356 -0.280
O 2.32496 1.80589 -1.30147 0.790 0.398 -0.602
H 3.14252 1.56484 -0.85937 0.382 0.752 0.205
H 1.79845 1.06260 -1.07539 -1.051 -1.141 0.231
O 1.04238 2.93465 1.54181 1.208 -0.082 -0.291
H 0.12944 3.02022 1.27854 -1.000 0.138 -0.014
H 1.55244 3.35144 0.82469 -0.395 -0.073 0.266
O 2.37116 0.80792 3.28100 0.954 2.403 -0.292
H 1.81984 0.90062 2.50071 -0.203 -0.077 0.333
H 2.27783 -0.04466 3.65503 -0.376 -1.745 0.049
O -3.84709 -0.38114 1.27891 0.057 0.597 2.239
H -4.48306 0.15457 0.84831 -0.840 0.873 -0.657
H -3.45458 -0.91358 0.62557 0.647 -1.440 -1.412
O 2.22159 -3.89636 0.25516 1.546 0.428 -0.434
H 1.79077 -4.27621 1.00973 -0.313 -0.297 0.808
H 2.99394 -3.40161 0.62091 -0.864 -0.651 -0.187
O -0.94492 4.25652 -0.63932 -0.396 1.379 1.294
H -0.89033 3.54643 -1.23698 0.491 -1.866 -1.310
H -1.12232 4.97429 -1.24388 0.026 0.615 0.040
O -1.38161 -1.82245 2.81476 0.018 0.252 0.598
H -1.20102 -0.93074 3.19070 -0.523 -0.522 -0.101
H -0.76402 -1.87015 2.08562 0.363 0.113 -0.570
O 3.75318 2.81121 1.07392 1.870 0.313 -1.256
H 3.08802 2.37320 1.56215 -1.212 -0.765 1.274
H 4.55127 2.26954 1.17121 -0.323 0.349 0.227
O -0.74124 -3.63345 -0.23947 0.469 -1.004 0.548
H -0.66580 -3.82314 0.72236 -0.289 0.125 -0.694
H -1.19501 -4.38573 -0.67390 0.392 0.454 0.267
O 3.09239 -1.61900 -1.37061 1.632 0.770 0.120
H 3.77026 -1.35110 -0.72508 -0.660 -0.500 0.735
H 3.55231 -1.16628 -2.09904 -1.102 -0.324 -0.735
```
Forces are in eV/Å.

Summary:
energy relative to the best compared isomer or geometry (same formula, charge and spin): 3.6 kcal/mol
E_LUMO (spin up / spin down): -1.280 / -1.302 eV
HOMO-LUMO gap (spin up / spin down): 7.3 / 8.5 eV
multiplicity: 4

ORCA calculation (ωB97M-V with the def2-TZVPD basis set) on a 19-piece molecular cluster, C2H43NO18 overall.

XYZ file:
```
64
Properties=species:S:1:pos:R:3:forces:R:3
C -1.71845 -1.21349 3.23840 -2.069 -1.410 1.206
C -0.37927 -1.71903 3.75845 -0.527 -0.303 -1.970
N 0.54216 -1.40156 2.65611 0.830 0.117 -0.537
H -1.98012 -0.17534 3.41705 0.559 0.330 -0.527
H -1.94910 -1.58585 2.23903 0.544 0.672 -0.405
H -2.56548 -1.72434 3.74681 0.532 0.137 0.391
H -0.23494 -1.40534 4.79304 0.653 0.331 -0.143
H -0.41069 -2.81191 3.71720 -0.171 -0.007 0.661
H 0.54068 -0.45663 2.28384 -0.292 0.013 0.421
H 1.51214 -1.69089 2.65894 -0.034 -0.062 0.816
H 0.56269 -3.51536 -0.40175 0.221 0.631 0.481
H 0.21414 -4.00064 -1.68845 -0.019 0.394 -0.829
O 0.49088 -3.15200 -1.30966 0.188 -1.226 0.448
H 2.40246 3.71805 0.30100 0.057 0.124 -0.020
H 1.10271 2.98092 0.13181 -0.027 0.715 -0.431
O 1.46376 3.88494 0.14656 0.051 -0.309 -0.215
H 3.50823 -1.29917 0.86868 -0.519 0.348 0.360
H 4.65049 -0.62020 1.32518 0.192 0.147 0.738
O 3.74832 -0.76974 1.65492 0.772 -0.899 -0.532
H -1.82896 3.25386 -1.11665 1.209 -0.162 -0.149
H -0.88036 3.96591 0.06890 0.497 -0.280 -0.898
O -1.72705 3.85976 -0.37580 -1.250 0.771 0.504
H -2.63918 -0.55711 -2.59981 0.102 0.285 -0.179
H -3.50084 0.69388 -2.82654 0.179 0.063 0.045
O -3.43176 -0.23786 -3.04679 -0.587 -0.660 -0.425
H 1.42498 -2.11751 -2.42223 -0.260 -0.733 -0.571
H 1.81995 -1.96065 -3.94844 -0.218 -0.185 0.064
O 1.86912 -1.56400 -3.07682 0.252 0.675 -0.095
H -3.98974 -1.87132 -1.69924 -0.048 -0.009 -0.204
H -3.19270 -2.56950 -0.61070 0.088 0.013 -0.152
O -4.06380 -2.22048 -0.80236 -0.733 -0.424 0.069
H 0.22617 3.78419 3.69310 -0.243 -0.065 0.096
H -0.62201 2.60471 3.09536 -0.275 0.493 0.355
O 0.16847 3.14632 2.97879 0.256 -0.026 0.088
H 2.80593 -1.96712 -1.04065 -0.022 -0.462 -0.634
H 3.79493 -1.07997 -1.87580 -0.291 -0.245 -0.199
O 3.49845 -1.31581 -0.99229 0.484 0.409 0.914
H 3.67819 0.93519 1.20029 -0.560 0.177 -0.384
H 2.99015 1.19130 -0.15730 0.124 -0.216 -0.190
O 3.43970 1.63439 0.56596 0.073 0.724 0.304
H -0.88883 -3.93317 0.86319 -0.441 -0.558 -0.260
H 0.15279 -3.58896 1.78176 0.600 -0.205 0.116
O -0.05275 -4.31391 1.15933 -0.215 1.065 0.190
H -0.68524 -1.27672 -1.56690 0.367 -0.084 0.114
H -1.50325 -1.22945 -0.27027 0.153 0.212 0.118
O -1.57551 -1.30790 -1.22591 -0.667 -0.619 -0.188
H 0.39537 0.50063 -0.13835 1.006 -0.343 0.253
H 1.10499 -0.61656 -1.21419 0.397 -0.103 0.788
O 0.59288 0.16852 -1.05194 -0.218 0.553 -1.122
H -0.80488 0.82845 -1.75294 0.115 0.537 -0.502
H -1.01388 1.67443 -3.03471 0.496 0.141 -0.807
O -1.40910 1.46012 -2.20466 -0.583 0.022 1.086
H 1.17629 2.03314 1.37934 0.165 -0.424 0.463
H -0.31555 1.67395 1.59833 -0.751 0.045 -0.449
O 0.44073 1.52005 1.01793 0.610 -0.566 0.205
H -1.94254 2.52817 0.60483 -0.526 -0.128 0.983
H -2.63102 1.19764 1.02727 0.189 0.524 0.319
O -2.08969 1.93724 1.39394 0.039 -0.392 -0.075
H -2.79591 0.18577 -0.91714 -0.014 0.347 0.206
H -4.07017 -0.34917 -0.36903 -0.136 -0.209 0.398
O -3.41176 0.33271 -0.18884 -0.223 0.268 -0.084
H 2.42686 2.07414 -2.89975 0.124 0.123 0.022
H 2.46903 0.64514 -2.42068 -0.028 0.054 -0.206
O 3.03350 1.33308 -2.79965 -0.177 -0.147 0.158
```
Forces are in eV/Å.

Summary:
energy relative to the best compared isomer or geometry (same formula, charge and spin): 17.9 kcal/mol
E_LUMO: -0.438 eV
HOMO-LUMO gap: 9.5 eV